A molecular structure, C24H27CoNOSi in a non-equilibrium geometry. Source: the Open Molecules 2025 dataset; level of theory: ωB97M-V with the def2-TZVPD basis set.

Geometry as XYZ:
```
55
Properties=species:S:1:pos:R:3
C 0.589 2.445 2.343
C 1.163 2.063 1.114
C 0.192 2.362 0.052
H 2.178 1.713 0.952
C -1.032 2.759 0.741
C -0.750 2.859 2.108
H -1.432 3.236 2.858
H 1.104 2.493 3.295
H 0.450 2.618 -0.988
H -1.971 2.997 0.255
Co -0.475 0.930 1.481
C 1.068 -3.412 -0.472
H 1.559 -3.006 0.475
H 0.072 -3.832 -0.361
H 1.771 -4.261 -0.187
Si -0.176 0.676 -0.612
C 1.279 0.029 -1.777
C 2.414 0.848 -1.863
H 2.549 1.646 -1.140
C 3.348 0.740 -2.902
H 4.167 1.453 -2.957
C 3.234 -0.256 -3.866
H 3.939 -0.316 -4.691
C 2.193 -1.179 -3.752
H 2.128 -2.017 -4.454
C 1.201 -0.995 -2.771
H 0.304 -1.625 -2.850
C -1.606 0.743 -1.800
C -1.265 0.958 -3.141
H -0.257 0.755 -3.505
C -2.219 1.493 -3.993
H -1.932 1.674 -5.020
C -3.489 1.795 -3.507
H -4.213 2.260 -4.163
C -3.839 1.497 -2.189
H -4.825 1.718 -1.802
C -2.913 0.916 -1.331
H -3.185 0.639 -0.310
H 1.489 -3.375 -1.491
H 0.826 -2.392 -0.453
O -2.097 -0.292 1.796
C -2.125 -1.104 2.991
C -0.714 -1.214 3.454
C -0.343 -2.123 4.444
C 0.989 -2.253 4.789
C 1.908 -1.440 4.124
C 1.500 -0.596 3.096
N 0.179 -0.454 2.772
H -2.990 -0.289 1.402
H -2.769 -0.636 3.750
H -2.516 -2.093 2.728
H -1.148 -2.687 4.903
H 1.305 -2.962 5.553
H 2.962 -1.469 4.382
H 2.220 -0.035 2.489
```

Properties
multiplicity	5
Kohn-Sham gap (alpha / beta)	4.34 / 7.92	eV
lowest unoccupied orbital energy (alpha / beta)	-0.0963 / -0.1355	hartree
molecular weight	432.50	g/mol
relative energy (zero: lowest compared OMol25 entry of this formula, charge and spin)	398.4	kJ/mol
HOMO energy (alpha / beta)	-0.256 / -0.427	Eh
total charge	+1